(w)
{
  "formula": "C4H12N2",
  "method": "ωB97M-V/def2-TZVPD",
  "smiles": "C=CN.CNC",
  "lumo_ev": 0.9,
  "homo_ev": -7.8,
  "charge": 0,
  "symbols": ["C", "C", "N", "H", "H", "H", "H", "H", "C", "N", "C", "H", "H", "H", "H", "H", "H", "H"],
  "xyz": [[-3.56, 0.29, -0.20], [-2.40, -0.24, 0.15], [-1.38, 0.43, 0.82], [-3.76, 1.34, -0.02], [-4.17, -0.29, -0.87], [-2.17, -1.27, -0.13], [-1.72, 1.35, 1.07], [-0.38, 0.50, 0.58], [2.25, -1.07, 0.70], [1.53, 0.11, 0.27], [1.66, 0.46, -1.14], [2.31, -1.00, 1.80], [1.69, -1.97, 0.46], [3.30, -1.14, 0.38], [1.83, 0.94, 0.76], [2.67, 0.77, -1.42], [0.90, 1.19, -1.44], [1.39, -0.38, -1.78]],
  "nbo_charge": [-0.542, 0.030, -0.858, 0.186, 0.205, 0.180, 0.351, 0.420, -0.411, -0.640, -0.424, 0.204, 0.199, 0.171, 0.356, 0.174, 0.205, 0.196]
}

***

(x)
{
  "formula": "C4H12N2",
  "method": "ωB97M-V/def2-TZVPD",
  "smiles": "NCCCCN",
  "lumo_ev": 1.1,
  "homo_ev": -9.3,
  "charge": 0,
  "symbols": ["N", "C", "C", "C", "C", "N", "H", "H", "H", "H", "H", "H", "H", "H", "H", "H", "H", "H"],
  "xyz": [[1.06, 0.00, 1.88], [-0.39, -0.25, 1.94], [-0.67, -1.05, 0.60], [-0.10, -0.53, -0.70], [0.22, 0.90, -1.06], [-0.10, 1.26, -2.44], [1.41, 0.61, 2.58], [1.23, 0.41, 0.96], [-0.99, 0.64, 2.03], [-0.69, -0.87, 2.75], [-1.86, -1.09, 0.44], [-0.29, -2.08, 0.72], [-0.72, -1.02, -1.49], [0.76, -1.24, -0.95], [-0.22, 1.68, -0.45], [1.35, 1.01, -0.96], [0.72, 1.11, -3.03], [-0.72, 0.51, -2.83]],
  "nbo_charge": [-0.843, -0.218, -0.385, -0.458, -0.244, -0.814, 0.359, 0.351, 0.164, 0.191, 0.189, 0.217, 0.213, 0.208, 0.196, 0.183, 0.349, 0.344]
}

***

(y)
{
  "formula": "C4H12N2",
  "method": "ωB97M-V/def2-TZVPD",
  "lumo_ev": 0.8,
  "homo_ev": -8.9,
  "charge": 0,
  "symbols": ["C", "N", "C", "C", "C", "N", "H", "H", "H", "H", "H", "H", "H", "H", "H", "H", "H", "H"],
  "xyz": [[0.09, 0.85, 1.35], [-0.85, 1.78, 0.64], [-0.27, -0.63, 1.27], [-0.53, -1.21, -0.09], [0.66, -1.26, -1.08], [0.82, 0.45, -1.88], [1.13, 0.93, 0.99], [0.12, 1.24, 2.38], [-0.32, 2.65, 0.74], [-0.58, 1.58, -0.32], [0.55, -1.11, 1.78], [-1.21, -0.76, 1.82], [-0.73, -2.28, 0.04], [-1.34, -0.79, -0.68], [1.65, -1.19, -0.64], [0.70, -0.68, -2.16], [0.19, 0.68, -2.66], [0.80, -2.20, -1.63]],
  "nbo_charge": [-0.218, -0.826, -0.413, -0.413, -0.276, -0.889, 0.167, 0.188, 0.343, 0.364, 0.205, 0.214, 0.211, 0.231, 0.231, 0.316, 0.334, 0.229]
}

***

Name the least stable of them. (y).

***

(w)
{
  "formula": "C4H12N2",
  "method": "ωB97M-V/def2-TZVPD",
  "smiles": "CCNCCN",
  "lumo_ev": 1.1,
  "homo_ev": -8.6,
  "charge": 0,
  "symbols": ["C", "C", "N", "C", "C", "N", "H", "H", "H", "H", "H", "H", "H", "H", "H", "H", "H", "H"],
  "xyz": [[0.10, -1.52, 2.07], [0.78, -0.64, 0.97], [0.02, 0.54, 0.57], [-1.09, 0.22, -0.30], [-0.39, 0.19, -1.70], [0.51, 1.47, -1.73], [-0.79, -2.01, 1.59], [-0.41, -0.92, 2.85], [0.77, -2.35, 2.49], [1.78, -0.49, 1.40], [0.97, -1.23, 0.09], [-0.11, 1.06, 1.43], [-1.65, -0.71, -0.13], [-1.87, 0.98, -0.30], [0.08, -0.91, -1.59], [-0.99, 0.18, -2.60], [1.06, 1.40, -0.82], [1.10, 1.45, -2.51]],
  "nbo_charge": [-0.637, -0.229, -0.650, -0.239, -0.227, -0.855, 0.198, 0.205, 0.216, 0.192, 0.191, 0.375, 0.175, 0.207, 0.142, 0.200, 0.387, 0.347]
}

***

(x)
{
  "formula": "C4H12N2",
  "method": "ωB97M-V/def2-TZVPD",
  "smiles": "[H]/N=C/N.CCC",
  "lumo_ev": 1.0,
  "homo_ev": -9.7,
  "charge": 0,
  "symbols": ["H", "N", "C", "N", "H", "H", "H", "C", "C", "C", "H", "H", "H", "H", "H", "H", "H", "H"],
  "xyz": [[-1.63, 2.61, 0.44], [-1.02, 1.96, -0.05], [-1.58, 1.73, -1.16], [-1.07, 0.82, -2.08], [-2.62, 2.02, -1.30], [-1.44, -0.11, -2.19], [-0.06, 0.80, -1.99], [1.15, -1.65, 2.29], [1.44, -0.87, 1.00], [0.80, -1.48, -0.22], [2.04, -2.13, 2.72], [0.43, -2.44, 2.10], [0.78, -1.09, 3.14], [2.53, -0.79, 0.93], [1.21, 0.18, 1.13], [1.18, -1.01, -1.12], [0.89, -2.56, -0.26], [-0.27, -1.26, -0.22]],
  "nbo_charge": [0.336, -0.661, 0.275, -0.859, 0.138, 0.394, 0.379, -0.613, -0.418, -0.600, 0.205, 0.199, 0.209, 0.192, 0.221, 0.198, 0.204, 0.200]
}

***

Name the least stable of them. (w).

***

(w)
{
  "formula": "C4H12N2",
  "method": "ωB97M-V/def2-TZVPD",
  "smiles": "C=CC.NCN",
  "lumo_ev": 1.0,
  "homo_ev": -8.9,
  "charge": 0,
  "symbols": ["C", "C", "C", "H", "H", "H", "H", "H", "H", "N", "C", "N", "H", "H", "H", "H", "H", "H"],
  "xyz": [[-2.01, -1.28, 0.51], [-1.10, -1.74, -0.35], [0.30, -2.16, -0.06], [-2.95, -1.78, 0.36], [-1.90, -0.69, 1.48], [-1.61, -2.00, -1.29], [0.93, -1.72, -0.90], [0.79, -1.71, 0.84], [0.36, -3.29, -0.05], [0.56, 2.62, 0.72], [0.35, 1.66, -0.34], [1.38, 0.63, -0.57], [0.61, 1.99, 1.55], [1.46, 3.18, 0.71], [-0.61, 1.13, -0.30], [0.37, 2.19, -1.28], [1.48, -0.04, 0.23], [2.30, 1.10, -0.86]],
  "nbo_charge": [-0.428, -0.168, -0.671, 0.200, 0.191, 0.200, 0.242, 0.200, 0.233, -0.842, -0.072, -0.872, 0.342, 0.360, 0.197, 0.173, 0.354, 0.360]
}

***

(x)
{
  "formula": "C4H12N2",
  "method": "ωB97M-V/def2-TZVPD",
  "lumo_ev": 1.1,
  "homo_ev": -7.3,
  "charge": 0,
  "symbols": ["C", "C", "C", "C", "N", "N", "H", "H", "H", "H", "H", "H", "H", "H", "H", "H", "H", "H"],
  "xyz": [[-0.20, -0.27, 0.41], [0.42, 0.65, -0.50], [-1.31, -1.18, -0.05], [1.33, -1.39, 0.30], [-1.19, 1.68, -0.38], [1.37, 1.54, -0.10], [-0.22, 0.02, 1.46], [0.47, 0.36, -1.54], [1.23, 1.93, 0.82], [1.55, 2.27, -0.78], [-2.13, 1.34, -0.61], [-1.25, 2.18, 0.51], [-1.19, -2.20, 0.34], [-1.35, -1.25, -1.14], [-2.28, -0.79, 0.28], [2.28, -0.89, 0.50], [1.11, -2.08, 1.11], [1.36, -1.92, -0.65]],
  "nbo_charge": [-0.153, 0.225, -0.622, -0.677, -1.089, -0.806, 0.217, 0.213, 0.375, 0.390, 0.342, 0.331, 0.217, 0.212, 0.220, 0.211, 0.198, 0.196]
}

***

(y)
{
  "formula": "C4H12N2",
  "method": "ωB97M-V/def2-TZVPD",
  "smiles": "CC(C)NCN",
  "lumo_ev": 1.1,
  "homo_ev": -9.0,
  "charge": 0,
  "symbols": ["C", "C", "C", "N", "C", "N", "H", "H", "H", "H", "H", "H", "H", "H", "H", "H", "H", "H"],
  "xyz": [[1.50, 0.68, -0.86], [0.76, -0.36, -0.04], [1.58, -0.85, 1.13], [-0.53, 0.17, 0.39], [-1.64, -0.02, -0.54], [-2.86, 0.64, -0.16], [2.41, 0.32, -1.34], [1.61, 1.58, -0.25], [0.81, 1.08, -1.61], [0.57, -1.23, -0.69], [1.09, -1.63, 1.72], [1.88, 0.01, 1.75], [2.55, -1.25, 0.83], [-0.77, -0.31, 1.25], [-1.77, -1.06, -0.76], [-1.31, 0.37, -1.51], [-3.20, 0.22, 0.70], [-2.66, 1.62, -0.02]],
  "nbo_charge": [-0.618, -0.052, -0.616, -0.643, -0.050, -0.820, 0.212, 0.212, 0.208, 0.153, 0.206, 0.210, 0.216, 0.345, 0.155, 0.170, 0.349, 0.363]
}

***

Name the least stable of them. (x).

***

(w)
{
  "formula": "C4H12N2",
  "method": "ωB97M-V/def2-TZVPD",
  "smiles": "C=NC.CCN",
  "lumo_ev": 1.1,
  "homo_ev": -9.2,
  "charge": 0,
  "symbols": ["C", "N", "C", "H", "H", "H", "H", "H", "C", "C", "N", "H", "H", "H", "H", "H", "H", "H"],
  "xyz": [[-5.45, 0.88, 1.45], [-5.10, 1.64, 0.51], [-4.63, 1.00, -0.64], [-5.39, 1.10, 2.61], [-5.70, -0.15, 1.19], [-3.56, 1.32, -0.70], [-5.02, 0.00, -0.79], [-4.96, 1.42, -1.63], [4.04, -1.59, 0.50], [4.27, -0.16, -0.03], [3.57, 0.14, -1.30], [2.99, -1.92, 0.35], [4.30, -1.51, 1.58], [4.63, -2.30, -0.13], [5.40, 0.04, -0.17], [4.00, 0.63, 0.66], [2.55, -0.19, -1.30], [4.08, -0.35, -2.15]],
  "nbo_charge": [-0.052, -0.403, -0.459, 0.180, 0.126, 0.230, 0.179, 0.198, -0.633, -0.217, -0.853, 0.203, 0.214, 0.207, 0.187, 0.186, 0.354, 0.352]
}

***

(x)
{
  "formula": "C4H12N2",
  "method": "ωB97M-V/def2-TZVPD",
  "lumo_ev": -1.3,
  "homo_ev": -7.0,
  "charge": 0,
  "symbols": ["N", "C", "C", "N", "C", "C", "H", "H", "H", "H", "H", "H", "H", "H", "H", "H", "H", "H"],
  "xyz": [[2.81, -0.09, 0.64], [1.93, 0.25, -0.28], [-0.78, -0.02, -1.40], [-1.11, 0.14, -0.08], [-2.11, 0.85, 0.67], [-0.60, -1.07, 0.54], [3.68, -0.50, 0.33], [0.99, 0.64, 0.17], [2.23, 0.90, -1.12], [1.18, -0.56, -0.75], [-0.88, 0.95, -1.90], [-1.36, -0.84, -1.84], [-2.98, 0.26, 0.94], [-2.45, 1.73, 0.13], [-1.66, 1.25, 1.58], [0.32, -1.15, 0.00], [-0.53, -0.98, 1.63], [-1.22, -1.95, 0.33]],
  "nbo_charge": [-0.651, -0.360, -0.208, -0.390, -0.399, -0.414, 0.324, 0.183, 0.165, 0.185, 0.175, 0.177, 0.198, 0.212, 0.210, 0.202, 0.209, 0.184]
}

***

Name the least stable of them. (x).

***

(w)
{
  "formula": "C3H8BNO",
  "method": "ωB97M-V/def2-TZVPD",
  "smiles": "BONCC=C",
  "lumo_ev": 0.9,
  "homo_ev": -9.5,
  "charge": 0,
  "symbols": ["B", "O", "N", "C", "C", "C", "H", "H", "H", "H", "H", "H", "H", "H"],
  "xyz": [[2.80, 0.57, 1.05], [1.69, 0.83, 0.33], [0.42, 0.28, 0.55], [-0.19, -0.02, -0.74], [-1.65, 0.22, -0.54], [-2.54, -0.78, -0.47], [2.79, -0.35, 1.88], [3.76, 1.27, 0.70], [0.65, -0.54, 1.08], [-0.07, 0.67, -1.73], [0.12, -1.05, -1.00], [-1.88, 1.24, -0.38], [-3.61, -0.49, -0.18], [-2.31, -1.83, -0.56]],
  "nbo_charge": [0.549, -0.544, -0.306, -0.294, -0.177, -0.405, -0.117, -0.083, 0.346, 0.236, 0.188, 0.206, 0.202, 0.199]
}

***

(x)
{
  "formula": "C3H8BNO",
  "method": "ωB97M-V/def2-TZVPD",
  "lumo_ev": [-0.4, -2.0],
  "homo_ev": [-10.0, -9.8],
  "charge": 0,
  "symbols": ["B", "C", "C", "C", "N", "O", "H", "H", "H", "H", "H", "H", "H", "H"],
  "xyz": [[-0.47, 0.87, 0.14], [0.88, 0.02, -0.36], [0.78, -1.24, 0.53], [-1.53, 1.25, -1.03], [1.52, -0.98, 1.66], [-0.65, 0.96, 1.41], [0.70, -0.10, -1.38], [1.94, 0.47, -0.12], [-0.42, -1.60, 0.56], [1.42, -2.00, -0.02], [-1.67, 0.30, -1.47], [-1.21, 1.94, -1.79], [-2.43, 1.61, -0.56], [1.14, -1.50, 2.42]],
  "nbo_charge": [0.831, -0.610, -0.296, -0.899, -0.414, -0.532, 0.213, 0.257, 0.183, 0.249, 0.228, 0.242, 0.235, 0.313]
}

***

Name the least stable of them. (x).

***

(w)
{
  "formula": "C5H10O2",
  "method": "ωB97M-V/def2-TZVPD",
  "lumo_ev": 0.8,
  "homo_ev": -6.7,
  "charge": 0,
  "symbols": ["C", "C", "C", "C", "C", "O", "O", "H", "H", "H", "H", "H", "H", "H", "H", "H", "H"],
  "xyz": [[-1.06, 1.55, -0.29], [2.13, -1.39, 0.66], [-0.61, -1.37, -0.93], [0.09, -0.29, -0.23], [0.93, 0.33, 0.42], [-0.59, 2.62, 0.47], [-2.33, 1.15, 0.12], [-2.25, 0.83, 1.03], [-1.22, 3.36, 0.39], [-1.11, 1.78, -1.36], [1.41, 1.17, 0.88], [-1.59, -1.01, -1.25], [1.61, -2.10, 1.29], [2.96, -0.90, 1.17], [2.44, -1.80, -0.30], [-0.05, -1.69, -1.81], [-0.76, -2.22, -0.27]],
  "nbo_charge": [0.324, -0.725, -0.708, 0.102, -0.145, -0.757, -0.743, 0.472, 0.483, 0.126, 0.252, 0.259, 0.190, 0.198, 0.191, 0.243, 0.241]
}

***

(x)
{
  "formula": "C5H10O2",
  "method": "ωB97M-V/def2-TZVPD",
  "smiles": "C1=COCC1.CO",
  "lumo_ev": 0.9,
  "homo_ev": -8.3,
  "charge": 0,
  "symbols": ["C", "C", "O", "C", "C", "H", "H", "H", "H", "H", "H", "C", "O", "H", "H", "H", "H"],
  "xyz": [[-1.26, -0.86, -0.23], [-0.22, -0.45, -0.97], [0.07, 0.88, -0.88], [-0.84, 1.43, 0.10], [-1.94, 0.38, 0.29], [-1.60, -1.88, -0.16], [0.50, -1.01, -1.56], [-0.29, 1.62, 1.03], [-1.19, 2.39, -0.31], [-2.31, 0.38, 1.32], [-2.79, 0.56, -0.38], [1.91, -0.82, 0.53], [2.59, -0.25, -0.59], [2.05, -0.29, 1.48], [2.24, -1.86, 0.58], [0.80, -0.90, 0.44], [2.29, 0.66, -0.70]],
  "nbo_charge": [-0.339, 0.141, -0.522, -0.070, -0.453, 0.229, 0.228, 0.176, 0.196, 0.218, 0.208, -0.280, -0.732, 0.156, 0.177, 0.190, 0.478]
}

***

(y)
{
  "formula": "C5H10O2",
  "method": "ωB97M-V/def2-TZVPD",
  "smiles": "C/C=C\\O.CC=O",
  "lumo_ev": 0.8,
  "homo_ev": -8.3,
  "charge": 0,
  "symbols": ["C", "C", "C", "O", "H", "H", "H", "H", "H", "H", "C", "C", "O", "H", "H", "H", "H"],
  "xyz": [[-1.67, -1.27, 0.08], [-0.85, -0.51, 1.07], [-0.72, 0.81, 1.19], [-0.94, 1.77, 0.25], [-1.16, -2.12, -0.39], [-2.08, -0.63, -0.71], [-2.51, -1.66, 0.67], [-0.48, -1.11, 1.90], [-0.42, 1.25, 2.14], [-0.89, 1.36, -0.62], [2.00, 0.37, -0.23], [1.20, 0.15, -1.49], [0.03, -0.08, -1.65], [3.02, 0.27, -0.58], [1.84, -0.29, 0.62], [1.80, 1.40, 0.12], [1.83, 0.28, -2.39]],
  "nbo_charge": [-0.635, -0.304, 0.127, -0.706, 0.213, 0.217, 0.211, 0.200, 0.173, 0.493, -0.742, 0.472, -0.557, 0.218, 0.255, 0.261, 0.102]
}

***

Name the least stable of them. (w).

***

(w)
{
  "formula": "C5H10O2",
  "method": "ωB97M-V/def2-TZVPD",
  "smiles": "C1=CC1.C=O.CO",
  "lumo_ev": 0.8,
  "homo_ev": -9.3,
  "charge": 0,
  "symbols": ["C", "C", "C", "H", "H", "H", "H", "C", "O", "H", "H", "C", "O", "H", "H", "H", "H"],
  "xyz": [[-0.18, -1.21, 0.54], [-1.45, -1.45, 0.45], [-0.98, -0.89, 1.76], [0.79, -1.39, 0.13], [-2.15, -2.11, -0.03], [-0.85, -1.57, 2.60], [-1.22, 0.14, 2.05], [-1.56, 0.80, -0.88], [-1.07, 0.63, -1.97], [-2.63, 0.60, -0.68], [-1.00, 1.25, -0.03], [2.33, 0.98, -0.46], [1.38, 0.08, -1.00], [3.11, 1.15, -1.19], [2.88, 0.63, 0.45], [1.92, 1.94, -0.13], [0.66, 0.42, -1.60]],
  "nbo_charge": [-0.114, -0.258, -0.442, 0.264, 0.230, 0.182, 0.172, 0.288, -0.569, 0.132, 0.126, -0.247, -0.783, 0.168, 0.177, 0.162, 0.512]
}

***

(x)
{
  "formula": "C5H10O2",
  "method": "ωB97M-V/def2-TZVPD",
  "smiles": "COCC[C@@H]1CO1",
  "lumo_ev": 0.9,
  "homo_ev": -9.5,
  "charge": 0,
  "symbols": ["C", "O", "C", "C", "C", "C", "O", "H", "H", "H", "H", "H", "H", "H", "H", "H", "H"],
  "xyz": [[1.79, 0.23, -0.41], [1.42, 0.08, 1.02], [0.28, 0.82, 1.50], [-0.89, 0.64, 0.51], [-0.63, -0.73, -0.12], [-1.31, -1.13, -1.36], [-1.62, -1.73, -0.11], [1.04, 0.57, -1.16], [2.60, 0.93, -0.40], [2.12, -0.76, -0.79], [-0.01, 0.42, 2.49], [0.57, 1.86, 1.64], [-1.87, 0.66, 0.98], [-0.86, 1.45, -0.23], [0.36, -1.04, 0.33], [-0.84, -1.75, -2.12], [-2.14, -0.52, -1.74]],
  "nbo_charge": [-0.292, -0.560, -0.063, -0.481, 0.004, -0.116, -0.495, 0.193, 0.194, 0.201, 0.195, 0.176, 0.236, 0.206, 0.247, 0.179, 0.175]
}

***

(y)
{
  "formula": "C5H10O2",
  "method": "ωB97M-V/def2-TZVPD",
  "smiles": "C/C=C\\O.CC=O",
  "lumo_ev": 0.9,
  "homo_ev": -8.6,
  "charge": 0,
  "symbols": ["C", "C", "C", "O", "H", "H", "H", "H", "H", "H", "C", "C", "O", "H", "H", "H", "H"],
  "xyz": [[2.11, -0.06, -0.52], [1.14, -0.43, 0.56], [0.12, -1.27, 0.44], [-0.39, -1.77, -0.72], [2.29, 1.02, -0.59], [1.80, -0.40, -1.51], [3.06, -0.55, -0.29], [1.31, 0.02, 1.54], [-0.45, -1.62, 1.30], [-0.02, -1.28, -1.46], [-1.85, 0.68, 0.73], [-1.12, 1.05, -0.51], [-0.13, 1.74, -0.53], [-2.49, 1.57, 0.66], [-1.26, 0.72, 1.64], [-2.46, -0.23, 0.67], [-1.67, 0.78, -1.43]],
  "nbo_charge": [-0.643, -0.284, 0.110, -0.695, 0.236, 0.190, 0.221, 0.213, 0.181, 0.476, -0.721, 0.441, -0.548, 0.243, 0.237, 0.236, 0.109]
}

***

Name the least stable of them. (w).

***

(w)
{
  "formula": "C3H2FO3",
  "method": "ωB97M-V/def2-TZVPD",
  "lumo_ev": 3.9,
  "homo_ev": -2.9,
  "charge": -1,
  "symbols": ["C", "C", "C", "O", "O", "O", "F", "H", "H"],
  "xyz": [[-2.09, -0.08, 0.38], [2.18, -0.11, 0.29], [-1.10, 0.13, -0.56], [-2.53, -0.05, 1.50], [-2.35, -0.78, -0.76], [2.44, -0.44, 1.41], [3.28, 0.39, -0.50], [-1.14, 1.03, -1.31], [1.31, -0.09, -0.44]],
  "nbo_charge": [0.689, 0.694, -0.482, -0.667, -0.611, -0.531, -0.431, 0.131, 0.207]
}

***

(x)
{
  "formula": "C3H2FO3",
  "method": "ωB97M-V/def2-TZVPD",
  "smiles": "O=C([O-])[C@@]1(F)CO1",
  "lumo_ev": 4.3,
  "homo_ev": -4.6,
  "charge": -1,
  "symbols": ["O", "C", "O", "C", "F", "C", "O", "H", "H"],
  "xyz": [[-1.05, -2.12, -0.73], [-0.43, -1.12, -1.02], [0.41, -0.90, -1.88], [-0.70, 0.09, 0.13], [-1.36, -0.12, 1.35], [0.80, 0.90, 0.61], [-0.38, 1.51, -0.05], [1.11, 1.17, 1.69], [1.60, 0.60, -0.09]],
  "nbo_charge": [-0.724, 0.768, -0.726, 0.460, -0.372, -0.224, -0.538, 0.166, 0.189]
}

***

Name the least stable of them. (w).